The ion C3H6NOS with charge -1 at a distorted geometry, computed with the ωB97M-V functional and the def2-TZVPD basis.

## Properties
energy = -646.1298 a.u.
gap between HOMO and LUMO = 6.7 eV
lowest unoccupied orbital energy = 4.055 eV
net charge = -1
E_HOMO = -2.627 eV
ΔE to the lowest compared entry with this formula, charge and spin = 0.9787 eV
2S+1 = 1
SMILES = O=CNCC[S-]

```
12
Properties=species:S:1:pos:R:3:forces:R:3
O 0.462298 -1.111166 -2.451715 -0.493 0.209 -0.184
C 0.442119 -0.910057 -1.242590 0.033 -0.753 -1.015
N -0.652415 -1.013964 -0.459529 0.203 0.308 1.249
C -0.590928 -0.797429 0.996056 0.472 -0.107 -0.400
C -0.631459 0.667831 1.504408 -1.754 -1.710 0.688
S 0.566303 1.706116 0.747305 0.464 0.612 0.033
H 1.408863 -0.760503 -0.762541 -0.268 0.244 0.802
H -1.587333 -1.107562 -0.831698 0.492 0.117 -0.508
H 0.345470 -1.234680 1.356188 0.041 0.018 -0.135
H -1.389735 -1.424534 1.404024 -0.148 0.188 0.233
H -0.622315 0.487466 2.604112 0.766 0.429 -0.153
H -1.696904 0.962816 1.436600 0.192 0.446 -0.610
```
Positions in Å, forces in eV/Å.

The ion C3H6NOS with charge -1 at a distorted geometry, computed with the ωB97M-V functional and the def2-TZVPD basis.

## Properties
energy = -646.1118 a.u.
gap between HOMO and LUMO = 6.9 eV
lowest unoccupied orbital energy = 4.081 eV
net charge = -1
E_HOMO = -2.771 eV
ΔE to the lowest compared entry with this formula, charge and spin = 1.4681 eV
2S+1 = 1
SMILES = N[C@@H](C=O)C[S-]

```
12
Properties=species:S:1:pos:R:3:forces:R:3
O 0.894121 -2.439260 0.597988 0.301 -0.287 0.119
C 0.579682 -1.507449 -0.092443 -0.403 0.717 -0.662
C 0.268588 -0.114077 0.422472 -0.438 -0.365 -0.123
C 0.335614 0.991522 -0.624481 -0.127 0.927 -0.594
S -1.061045 1.126955 -1.814535 -0.157 -0.202 0.317
N -1.098985 -0.210413 0.974160 -0.448 0.782 0.137
H 0.435114 -1.590138 -1.194204 0.103 -0.268 0.135
H 0.976800 0.094998 1.219917 0.116 -0.047 0.291
H 0.416078 1.913675 -0.032643 -0.070 0.091 -0.148
H 1.183874 1.006077 -1.304626 0.643 -0.508 0.462
H -1.244637 0.553363 1.634420 0.448 -0.209 0.363
H -1.685204 0.174745 0.213975 0.033 -0.632 -0.298
```
Positions in Å, forces in eV/Å.

The ion C3H6NOS with charge -1 at a distorted geometry, computed with the ωB97M-V functional and the def2-TZVPD basis.

## Properties
energy = -646.1646 a.u.
gap between HOMO and LUMO = 7.0 eV
lowest unoccupied orbital energy = 4.115 eV
net charge = -1
E_HOMO = -2.865 eV
ΔE to the lowest compared entry with this formula, charge and spin = 0.0295 eV
2S+1 = 1
SMILES = NC(=O)CC[S-]

```
12
Properties=species:S:1:pos:R:3:forces:R:3
C -0.514697 0.725181 0.006028 0.554 -0.002 0.972
C -1.273854 -0.541858 0.405943 -0.119 0.197 -1.007
S -1.220381 -1.890011 -0.836329 0.237 -0.055 0.137
C 1.011713 0.685586 0.055598 0.266 0.422 -0.906
N 1.591033 -0.477444 -0.313424 -0.476 -0.343 0.001
O 1.658640 1.706497 0.293232 -0.040 -0.212 0.255
H -0.753206 1.509989 0.729307 -0.128 0.194 -0.129
H -0.788102 1.076459 -0.987453 -0.088 -0.108 -0.128
H -2.318856 -0.229791 0.451515 -0.037 -0.098 0.457
H -0.915485 -0.847708 1.389544 -0.145 -0.157 0.098
H 2.575921 -0.512797 -0.528369 -0.157 0.192 0.167
H 0.947271 -1.204106 -0.665596 0.133 -0.030 0.083
```
Positions in Å, forces in eV/Å.

The ion C3H6NOS with charge +1 at a distorted geometry, computed with the ωB97M-V functional and the def2-TZVPD basis.

## Properties
energy = -645.7722 a.u.
gap between HOMO and LUMO = 10.3 eV
lowest unoccupied orbital energy = -4.082 eV
net charge = +1
E_HOMO = -14.427 eV
ΔE to the lowest compared entry with this formula, charge and spin = 1.0635 eV
2S+1 = 1
SMILES = O=C1C[NH2+]CS1

```
12
Properties=species:S:1:pos:R:3:forces:R:3
C 2.254185 0.607271 -0.102514 -2.479 1.447 1.571
C 0.497600 1.168177 0.141451 4.213 -1.065 -2.305
C 0.357540 -1.325782 0.091697 -0.513 -1.848 2.022
N -0.197939 -0.025731 -0.357945 -3.061 0.461 -1.134
O 3.199232 1.307251 -0.035368 -0.641 -0.501 -0.548
S 2.178541 -1.154735 0.018675 -0.025 -0.309 -0.560
H 0.436394 1.321172 1.180263 -0.477 -0.278 1.312
H 0.234356 2.056020 -0.405575 0.066 0.146 -0.389
H 0.076402 -1.592184 1.189212 0.256 0.819 -1.936
H -0.033247 -2.185731 -0.557053 0.691 1.433 0.748
H -1.221571 0.218548 -0.216189 0.927 -1.340 0.780
H -0.279910 -0.169396 -1.389653 1.043 1.035 0.439
```
Positions in Å, forces in eV/Å.

A structure of composition C3H6NPS2 at a distorted geometry, computed with the ωB97M-V functional and the def2-TZVPD basis.

## Properties
energy = -1310.3158 a.u.
gap between HOMO and LUMO = 8.6 eV
lowest unoccupied orbital energy = -0.580 eV
net charge = 0
E_HOMO = -9.133 eV
ΔE to the lowest compared entry with this formula, charge and spin = 2.7277 eV
2S+1 = 1

```
13
Properties=species:S:1:pos:R:3:forces:R:3
C -0.887608 -2.184535 0.629546 -0.081 0.705 -0.069
C -1.919297 0.373700 -1.269059 1.613 2.715 2.828
C 2.337701 0.876587 0.331117 -2.408 -1.593 -0.766
N -1.174075 -3.205838 1.051908 -0.272 -1.165 0.023
P -0.517496 -0.461561 0.507321 -0.946 1.795 -1.421
S -0.367750 0.267871 2.311922 -0.391 0.010 -0.730
S 1.293271 -0.512307 -0.537618 0.425 0.651 0.316
H -1.016025 0.785214 -1.830247 -1.381 -1.690 -0.041
H -2.673539 -0.398465 -1.532482 1.045 0.641 -0.193
H -2.367445 1.430398 -0.911528 0.497 -2.832 -0.245
H 1.816173 1.813490 0.076446 0.819 -0.316 0.147
H 3.231886 0.603819 -0.218588 0.480 0.742 0.506
H 2.244203 0.611626 1.391262 0.601 0.338 -0.355
```
Positions in Å, forces in eV/Å.

A cluster of 2 separate species, C3H6O in total at a distorted geometry, computed with the ωB97M-V functional and the def2-TZVPD basis.

## Properties
energy = -193.0586 a.u.
gap between HOMO and LUMO = 10.9 eV
lowest unoccupied orbital energy = 0.695 eV
net charge = 0
E_HOMO = -10.237 eV
ΔE to the lowest compared entry with this formula, charge and spin = 2.3030 eV
2S+1 = 1
SMILES = C=C.C=O

```
10
Properties=species:S:1:pos:R:3:forces:R:3
C 2.884367 0.025807 -0.775366 -1.255 -2.187 -1.990
C 2.236772 -1.095366 -0.374216 1.057 0.408 1.410
H 3.042082 0.349708 -1.830145 -0.805 -0.852 0.499
H 3.408529 0.716211 -0.221097 0.833 1.014 2.157
H 1.765767 -1.824611 -1.016703 0.008 0.344 -0.577
H 2.217548 -1.503834 0.700312 0.139 1.275 -1.494
O -3.240046 0.684131 0.567328 1.719 -0.858 -0.216
C -2.048760 0.402316 0.576935 -1.960 1.748 0.829
H -1.397464 0.645863 -0.254141 0.220 -0.328 -0.701
H -1.550372 0.147072 1.519034 0.042 -0.565 0.082
```
Positions in Å, forces in eV/Å.

The molecule C3H6O at a distorted geometry, computed with the ωB97M-V functional and the def2-TZVPD basis.

## Properties
energy = -193.1037 a.u.
gap between HOMO and LUMO = 10.9 eV
lowest unoccupied orbital energy = 0.949 eV
net charge = 0
E_HOMO = -9.954 eV
ΔE to the lowest compared entry with this formula, charge and spin = 1.0758 eV
2S+1 = 1
SMILES = CCC=O

```
10
Properties=species:S:1:pos:R:3:forces:R:3
C 0.418247 0.383573 1.033017 2.448 -0.924 -0.186
C -0.635769 0.123460 -0.104212 1.212 0.902 0.215
C -0.020283 -0.721180 -1.212697 1.502 1.111 -0.982
H 0.532089 -0.532476 1.714709 -0.172 1.059 -1.199
H 1.557465 0.565561 0.563533 -3.346 -0.414 1.202
H 0.210889 1.194104 1.748018 -0.272 -0.040 -0.683
H -0.957457 1.077267 -0.587525 0.494 -0.426 0.091
H -1.581091 -0.258284 0.223091 -0.445 -0.627 0.499
H -0.730491 -0.995280 -2.120346 1.275 0.021 1.577
O 1.206401 -0.836745 -1.257588 -2.697 -0.662 -0.534
```
Positions in Å, forces in eV/Å.

A structure of composition C3H6O at a distorted geometry, computed with the ωB97M-V functional and the def2-TZVPD basis.

## Properties
energy = -193.0090 a.u.
gap between HOMO and LUMO = 10.5 eV
lowest unoccupied orbital energy = 1.102 eV
net charge = 0
E_HOMO = -9.438 eV
ΔE to the lowest compared entry with this formula, charge and spin = 3.6506 eV
2S+1 = 1

```
10
Properties=species:S:1:pos:R:3:forces:R:3
C 0.897335 -0.092210 0.060602 -1.438 3.128 -3.557
C -0.396015 -1.018644 -0.067144 6.014 -5.087 1.206
C -0.370276 0.906252 -0.035751 -1.007 5.002 2.374
H 1.377921 -0.120873 0.979934 0.746 -0.170 1.653
H 1.725993 0.246751 -0.790205 -2.406 -1.557 1.944
H -0.368815 -1.593773 -0.971027 -0.243 -0.863 -0.411
H -0.318786 -1.583866 0.887642 -0.412 -0.812 -0.862
H -0.871886 1.779430 0.849091 2.349 -2.390 -1.994
H -0.354580 1.607398 -0.931563 -0.242 -1.448 0.507
O -1.320890 -0.130464 0.018419 -3.360 4.198 -0.859
```
Positions in Å, forces in eV/Å.

A cluster of 2 separate species, C3H6O in total at a distorted geometry, computed with the ωB97M-V functional and the def2-TZVPD basis.

## Properties
energy = -193.1034 a.u.
gap between HOMO and LUMO = 10.3 eV
lowest unoccupied orbital energy = 0.919 eV
net charge = 0
E_HOMO = -9.375 eV
ΔE to the lowest compared entry with this formula, charge and spin = 1.0833 eV
2S+1 = 1
SMILES = C=C=O.C

```
10
Properties=species:S:1:pos:R:3:forces:R:3
C 0.748920 -0.728535 1.315759 0.007 -0.011 -0.001
C -0.315388 0.875329 -1.616600 -0.108 0.052 0.044
C -1.332321 0.495053 -0.879926 -0.612 -0.187 0.405
O -2.254885 0.161010 -0.248115 0.812 0.268 -0.553
H -0.213720 -0.260715 1.530755 0.138 -0.062 -0.005
H 1.556778 -0.046074 1.584339 -0.070 -0.068 -0.010
H 0.836930 -1.646760 1.896703 0.008 0.082 -0.030
H 0.688133 0.911516 -1.216201 -0.191 -0.056 0.007
H 0.815261 -0.971606 0.253220 -0.016 -0.005 0.149
H -0.529707 1.210783 -2.619934 0.031 -0.014 -0.007
```
Positions in Å, forces in eV/Å.

The molecule C3H6O, computed with the ωB97M-V functional and the def2-TZVPD basis.

## Properties
energy = -193.0167 a.u.
gap between HOMO and LUMO = 9.3 eV
lowest unoccupied orbital energy = 0.745 eV
net charge = 0
E_HOMO = -8.528 eV
ΔE to the lowest compared entry with this formula, charge and spin = 3.4414 eV
2S+1 = 1

```
10
Properties=species:S:1:pos:R:3:forces:R:3
C 0.756577 -0.520473 0.461760 0.073 -0.062 -0.009
C -0.465615 0.395476 0.522424 0.159 0.066 0.170
O -1.383404 0.197645 -0.602936 -0.038 -0.007 -0.376
C -0.976308 0.212415 -1.834375 0.133 0.044 0.451
H 0.878675 -1.073017 1.397625 -0.026 0.130 -0.119
H 1.681314 0.028287 0.266410 -0.153 -0.086 0.028
H -1.077745 0.204890 1.405841 0.064 -0.002 -0.170
H -0.193655 1.455230 0.519195 -0.043 -0.175 -0.014
H 0.635926 -1.255441 -0.340234 0.010 0.067 0.157
H 0.144235 0.354987 -1.795711 -0.180 0.025 -0.119
```
Positions in Å, forces in eV/Å.

The ion C3H6O2 with charge -1 at a distorted geometry, computed with the ωB97M-V functional and the def2-TZVPD basis.

## Properties
energy = -268.2865 a.u.
gap between HOMO and LUMO (alpha / beta) = 6.5 / 6.4 eV
⟨S²⟩ = 0.75
lowest unoccupied orbital energy (alpha / beta) = 4.159 / 4.037 eV
net charge = -1
E_HOMO (alpha / beta) = -2.325 / -2.401 eV
ΔE to the lowest compared entry with this formula, charge and spin = 0.8415 eV
2S+1 = 2

```
11
Properties=species:S:1:pos:R:3:forces:R:3
O -1.994435 -1.667015 1.552649 0.443 0.168 -0.235
C -1.284518 -0.938983 0.684112 0.942 -0.581 0.402
H -1.358894 0.169844 0.831992 0.209 0.108 0.004
H -1.556501 -1.096429 -0.392262 0.165 -0.012 -0.072
C 0.344316 -1.264427 0.747447 -2.101 0.232 0.078
O 1.079014 -0.497175 -0.208356 0.510 0.418 -0.104
C 1.760426 0.568133 0.251403 -0.186 0.007 -0.003
H 0.460081 -2.319464 0.456298 0.105 0.308 0.404
H 0.686332 -1.028208 1.771084 -0.017 -0.376 -0.379
H 1.527140 0.940263 1.253162 0.061 -0.107 -0.309
H 2.132083 1.235499 -0.526028 -0.131 -0.165 0.214
```
Positions in Å, forces in eV/Å.

A cluster of 2 separate species, C3H6O2 in total at a distorted geometry, computed with the ωB97M-V functional and the def2-TZVPD basis.

## Properties
energy = -268.3344 a.u.
gap between HOMO and LUMO = 10.5 eV
lowest unoccupied orbital energy = 0.798 eV
net charge = 0
E_HOMO = -9.742 eV
ΔE to the lowest compared entry with this formula, charge and spin = 1.9270 eV
2S+1 = 1
SMILES = O=CO.C=C

```
11
Properties=species:S:1:pos:R:3:forces:R:3
C 1.380186 -0.106392 -2.312116 -1.569 -1.486 0.194
C 1.420128 -1.361455 -1.854189 1.506 0.207 0.820
H 2.251050 0.497444 -2.503936 -0.090 0.427 0.711
H 0.346999 0.203441 -2.463344 0.454 0.627 -1.163
H 2.262563 -1.662504 -1.226060 0.387 -0.355 -0.894
H 0.682829 -2.145307 -1.964602 -0.698 0.583 0.343
O -1.649189 2.184279 1.913926 -0.198 0.083 -0.029
C -1.488882 1.016053 2.071358 0.095 -0.607 0.493
O -1.766689 0.305790 3.190387 -0.338 -0.116 -0.150
H -1.074049 0.293816 1.356826 0.157 0.288 -0.219
H -2.364948 0.774835 3.791749 0.294 0.349 -0.106
```
Positions in Å, forces in eV/Å.